# C16H26N6O5S

A single C16H26N6O5S molecule (wB97M-V/def2-TZVPD, OMol25).

```
54
Properties=species:S:1:pos:R:3:forces:R:3
C -2.108720 2.940701 -3.064201 -0.002 0.009 0.011
S -2.178454 1.557773 -1.914648 0.003 -0.018 -0.015
C -3.626608 0.627918 -2.508483 0.011 0.020 -0.001
C -3.651139 -0.715532 -1.768726 -0.033 -0.036 -0.075
O -4.670060 -1.159169 -1.272768 0.013 0.023 0.031
N -2.480754 -1.402078 -1.786890 0.019 0.017 0.047
C -2.294755 -2.556521 -0.927042 -0.011 0.007 -0.006
C -2.105349 -2.137741 0.518981 -0.003 0.009 0.004
O -1.059193 -1.187660 0.551452 -0.003 -0.003 0.004
C -0.901988 -0.565671 1.812443 0.004 -0.006 0.001
C -0.021684 0.653270 1.636874 0.006 -0.001 0.001
N 1.296038 0.328380 1.102839 -0.014 -0.014 -0.002
C 1.481840 0.493516 -0.329055 0.014 -0.006 0.012
C 2.232632 -0.107441 1.972647 0.005 0.021 0.006
O 2.004013 -0.261338 3.160783 0.000 -0.003 -0.003
C 3.612514 -0.431710 1.394831 0.001 -0.005 0.002
N 4.601421 -0.593465 2.431718 -0.003 0.002 -0.004
C 4.622025 -1.411487 3.497208 0.016 -0.030 -0.008
N 5.729420 -1.231952 4.178468 -0.023 0.041 0.027
C 6.362550 -0.252748 3.474963 0.014 -0.036 -0.025
C 7.690122 0.305496 3.882020 0.016 -0.012 -0.010
N 8.164127 -0.258497 5.018648 -0.004 -0.001 0.008
O 8.265549 1.164350 3.249890 -0.001 0.006 0.004
N 5.716754 0.159413 2.408040 -0.012 0.024 0.019
C -5.008309 1.306135 -2.470936 -0.003 -0.016 0.014
C -5.333173 0.612945 -3.807063 -0.014 0.014 -0.029
O -6.061568 1.311465 -4.785088 0.010 0.001 0.006
C -3.823004 0.385248 -4.032049 0.006 -0.026 0.024
H -1.334776 3.604300 -2.681814 -0.002 0.003 -0.005
H -1.830634 2.625778 -4.067363 0.001 -0.001 0.002
H -3.047229 3.492241 -3.086859 -0.004 0.001 0.001
H -1.655305 -0.870190 -2.015278 0.000 -0.007 -0.025
H -3.167759 -3.201665 -1.009686 0.006 -0.010 0.001
H -1.421241 -3.103710 -1.281368 0.004 0.004 0.004
H -3.031152 -1.688234 0.895817 0.001 0.001 0.001
H -1.864596 -3.008643 1.141082 -0.003 -0.005 -0.004
H -1.877151 -0.246776 2.201341 0.002 0.001 0.002
H -0.453408 -1.259104 2.531611 -0.002 -0.003 -0.001
H -0.497478 1.345228 0.940108 0.001 0.002 0.003
H 0.099437 1.146227 2.600764 -0.002 0.000 0.001
H 2.400925 0.025408 -0.667135 0.002 -0.009 0.000
H 0.650953 0.023229 -0.852403 -0.001 0.017 0.001
H 1.512330 1.552655 -0.597320 0.000 0.002 -0.007
H 3.543900 -1.341506 0.793439 0.002 0.000 -0.001
H 3.984496 0.367621 0.758971 -0.008 0.003 -0.003
H 3.819682 -2.088250 3.734167 -0.002 0.002 -0.006
H 7.623960 -0.958708 5.496581 -0.002 -0.001 -0.001
H 9.045020 0.056434 5.382713 0.000 0.004 -0.005
H -5.633142 1.087160 -1.609952 -0.003 0.004 0.001
H -4.918368 2.385402 -2.611696 0.003 0.001 -0.001
H -5.860132 -0.324291 -3.644457 0.005 -0.002 0.008
H -5.655081 2.174497 -4.916871 -0.003 -0.002 -0.002
H -3.403831 1.199379 -4.625168 -0.004 0.006 0.002
H -3.483675 -0.568059 -4.434093 -0.003 0.007 -0.005
```
Positions in Å, forces in eV/Å.

Energy relative to the best compared isomer or geometry (same formula, charge and spin) ... 173.3 kJ/mol
SMILES string ... CS[C@]1(C(=O)NCCOCCN(C)C(=O)Cn2cnc(C(N)=O)n2)C[C@H](O)C1
Frontier orbital gap ... 9.52 eV

Table of Löwdin atomic charges, one value per atom, all in e: -0.39 0.91 -0.60 -0.50 0.08 0.06 -0.14 -0.20 -0.16 -0.18 -0.12 -0.09 -0.03 -0.43 0.06 -0.04 -0.12 -0.12 0.13 -0.29 -0.50 0.16 0.06 0.19 -0.08 -0.35 -0.01 -0.06 0.03 0.03 0.03 0.09 0.13 0.13 0.13 0.13 0.13 0.13 0.12 0.13 0.08 0.07 0.10 0.14 0.13 0.13 0.09 0.11 0.12 0.11 0.15 0.09 0.10 0.12